DFT (ωB97M-V/def2-TZVPD) results for a structure of composition C17H21Cl12N3O3 in a non-equilibrium geometry.

The HOMO energy comes out at -9.3 eV. The largest force on an atom is 2.80 eV Å⁻¹. The value obtained for the LUMO energy is -0.0492 Eh.

Last column: Mulliken charge in e.
Cartesian coordinates (Å):
C  -3.683  0.046  -0.725  0.1461
C  -2.667  0.057  -0.036  -1.2405
C  -1.250  -0.362  0.440  0.4614
C  -1.113  -1.573  1.116  0.7503
C  -2.446  -2.374  1.367  -1.1693
C  -2.307  -3.766  2.096  0.5088
N  -3.720  -4.365  2.124  -0.7518
N  -1.882  -3.693  3.502  -0.5528
N  -1.505  -4.742  1.294  -0.5709
C  0.337  -1.979  1.535  0.0784
O  0.663  -2.946  2.188  -0.5102
C  1.531  -1.068  1.024  -0.3637
C  1.370  0.119  0.363  0.4099
C  2.539  1.038  -0.171  -0.5283
O  3.720  0.240  -0.289  -0.3940
C  4.779  0.695  0.572  0.3172
C  4.419  0.701  2.120  -0.9763
C  -0.081  0.620  0.119  -0.0326
O  -0.318  1.748  -0.285  -0.3679
H  -4.537  0.330  -1.392  0.2244
H  -3.176  -1.692  1.894  0.4309
H  -2.881  -2.595  0.338  0.4514
H  -4.298  -3.771  1.505  0.2901
H  -4.083  -4.131  3.063  0.3016
H  -2.106  -2.797  3.936  0.2109
H  -2.205  -4.489  4.052  0.3058
H  -1.553  -5.633  1.811  0.3282
H  -2.103  -4.919  0.470  0.3153
H  2.591  -1.406  1.220  0.4574
H  2.678  1.970  0.461  0.2723
H  2.186  1.422  -1.184  0.3107
H  5.639  -0.042  0.441  -0.2587
H  5.169  1.723  0.305  0.3520
H  5.403  0.824  2.674  0.3728
H  3.726  1.553  2.395  0.2835
H  3.989  -0.289  2.466  0.2449
C  -1.314  1.586  -3.603  -0.1315
Cl  -1.560  3.254  -3.082  -0.0374
Cl  -2.124  0.469  -2.488  -0.0805
Cl  -1.901  1.359  -5.261  -0.1475
H  -0.247  1.375  -3.587  0.3275
C  7.991  -2.170  -0.790  0.0690
Cl  9.480  -2.852  -1.456  -0.1289
Cl  8.017  -2.226  0.978  -0.1258
Cl  7.759  -0.511  -1.355  -0.1252
H  7.155  -2.770  -1.138  0.2947
C  -1.682  6.354  -0.066  -0.0360
Cl  -1.086  4.699  0.087  -0.0294
Cl  -0.336  7.497  -0.147  -0.1355
Cl  -2.718  6.512  -1.493  -0.1168
H  -2.276  6.586  0.813  0.3070
C  -5.534  3.283  -4.140  0.0246
Cl  -5.738  1.580  -3.704  -0.1215
Cl  -7.105  4.039  -4.436  -0.1351
Cl  -4.654  4.149  -2.878  -0.0540
H  -4.953  3.333  -5.057  0.2747


DFT (ωB97M-V/def2-TZVPD) results for a structure of composition C45H51Cl2N6O11TaTe in a non-equilibrium geometry.

The HOMO energy (spin up / spin down) comes out at -10.2 / -11.2 eV. The largest force on an atom is 2.01 eV Å⁻¹. The value obtained for the LUMO energy (spin up / spin down) is -0.1258 / -0.1285 Eh. The spin multiplicity is 2. Its charge is +1. As for the relative energy (zero: lowest compared OMol25 entry of this formula, charge and spin): 30.9 kcal per mole.

Last column: Mulliken charge in e.
Cartesian coordinates (Å):
Ta  -0.037  0.035  -2.088  0.8411
C  -5.216  -3.974  -2.234  -0.8794
N  -4.814  -2.986  -3.224  0.2145
C  -5.849  -2.462  -4.105  -1.1444
C  -3.539  -2.578  -3.381  0.8757
O  -3.166  -1.816  -4.260  -0.6983
C  -2.526  -3.137  -2.375  -0.7655
O  -1.203  -2.741  -2.690  0.2962
C  -0.725  -3.165  -3.950  -1.6206
C  -0.352  -1.939  -4.765  0.5848
O  -0.209  -0.838  -4.213  -1.1093
N  -0.176  -2.077  -6.073  0.2350
C  0.091  -0.877  -6.863  -1.0222
C  -0.093  -3.380  -6.714  -0.9611
H  -6.298  -4.060  -2.255  0.3582
H  -4.914  -3.680  -1.227  0.2620
H  -4.795  -4.959  -2.450  0.2919
H  -6.251  -3.253  -4.742  0.3665
H  -5.411  -1.688  -4.727  0.3103
H  -6.658  -2.033  -3.512  0.3945
H  -2.596  -4.228  -2.308  0.5356
H  -2.721  -2.707  -1.390  -0.0048
H  -1.485  -3.736  -4.484  0.5299
H  0.156  -3.803  -3.814  0.5751
H  -0.457  -0.042  -6.437  0.2818
H  -0.242  -1.043  -7.884  0.4459
H  1.154  -0.628  -6.859  0.2936
H  0.731  -3.971  -6.309  0.3431
H  0.087  -3.238  -7.775  0.3436
H  -1.018  -3.947  -6.604  0.3063
O  -5.063  3.041  -1.263  -0.5626
C  -4.889  2.604  -0.032  0.5839
O  -5.390  3.145  0.920  -0.6077
C  -4.045  1.381  0.149  -0.0079
C  -3.821  0.757  1.365  -0.2421
Cl  -4.312  1.253  2.907  -0.1076
N  -3.047  -0.340  1.138  0.6959
N  -2.707  -0.413  -0.158  -0.2435
C  -3.302  0.596  -0.764  0.1155
C  -2.976  0.807  -2.211  0.7432
O  -3.689  1.481  -2.923  -0.8600
O  -1.870  0.239  -2.586  -0.1516
C  -2.695  -1.438  1.976  0.1826
C  -1.624  -2.239  1.578  0.3588
C  -1.354  -3.412  2.260  -0.9797
C  -2.112  -3.772  3.363  -0.7470
C  -3.150  -2.954  3.777  -0.7916
C  -3.462  -1.799  3.077  -0.6196
H  -4.586  2.517  -1.948  0.3994
H  -1.063  -1.966  0.693  0.5264
H  -0.552  -4.055  1.920  0.4655
H  -1.908  -4.695  3.888  0.4805
H  -3.749  -3.231  4.634  0.4451
H  -4.316  -1.209  3.369  0.4996
O  -0.959  2.005  -0.623  -0.0162
N  -0.757  2.937  -1.485  0.9716
O  -0.977  4.095  -1.211  -0.7130
O  -0.336  2.573  -2.599  -0.5916
Cl  2.422  -0.945  -3.166  -0.1557
C  1.465  -1.630  -1.801  -1.1783
H  2.146  -1.612  -0.953  0.4979
H  1.277  -2.671  -2.038  0.5162
C  1.576  -2.500  6.822  -1.6764
C  1.421  -1.718  5.550  0.6695
C  0.653  -0.565  5.492  -1.1480
C  0.534  0.174  4.320  0.2911
C  -0.320  1.419  4.325  -1.9659
C  1.223  -0.254  3.179  1.7468
Te  0.893  0.969  1.448  -0.1534
N  1.304  0.939  -1.090  0.4246
C  2.502  1.061  -0.668  0.4201
O  2.736  0.694  0.597  -0.5662
C  3.597  1.651  -1.440  0.6287
C  3.290  2.395  -2.581  -0.1350
C  4.304  3.042  -3.264  -0.8848
C  5.621  2.910  -2.843  -0.4824
C  5.927  2.142  -1.728  -0.9005
C  4.917  1.528  -1.011  -0.3699
C  1.911  2.682  2.300  0.9954
C  3.224  2.585  2.808  1.0740
C  3.921  1.312  3.214  -1.1239
C  3.918  3.767  3.031  -0.9339
C  3.371  5.020  2.790  0.6301
C  4.160  6.270  3.048  -1.5892
C  2.056  5.083  2.360  -0.8452
C  1.306  3.937  2.125  0.8288
C  -0.148  4.108  1.794  -1.3249
C  1.940  -1.453  3.195  1.4455
C  2.600  -2.004  1.961  -1.3091
C  2.045  -2.153  4.386  -1.0689
H  0.995  -2.069  7.634  0.3968
H  2.625  -2.521  7.122  0.3381
H  1.258  -3.534  6.677  0.3610
H  0.127  -0.225  6.377  0.4388
H  -1.171  1.296  4.993  0.6157
H  -0.710  1.644  3.327  0.1158
H  0.259  2.279  4.667  0.3559
H  2.259  2.476  -2.901  0.4619
H  4.065  3.654  -4.123  0.4766
H  6.414  3.406  -3.387  0.4119
H  6.954  2.026  -1.407  0.4467
H  5.136  0.952  -0.121  0.4897
H  3.670  0.480  2.575  -0.3287
H  3.639  1.052  4.237  0.2974
H  5.000  1.456  3.191  0.5254
H  4.933  3.701  3.404  0.4169
H  5.200  6.039  3.270  0.3684
H  3.733  6.801  3.901  0.3327
H  4.123  6.939  2.189  0.3862
H  1.590  6.048  2.200  0.5036
H  -0.295  4.892  1.059  0.5645
H  -0.695  4.395  2.695  0.3622
H  -0.596  3.195  1.409  -0.3954
H  2.095  -1.645  1.067  -0.5449
H  2.569  -3.094  1.966  0.6335
H  3.651  -1.712  1.912  0.3976
H  2.622  -3.071  4.403  0.5082


DFT (ωB97M-V/def2-TZVPD) results for a structure of composition C20H22FeN in a non-equilibrium geometry.

The HOMO energy (spin up / spin down) comes out at -0.9 / -2.7 eV. The largest force on an atom is 2.25 eV Å⁻¹. The value obtained for the LUMO energy (spin up / spin down) is 0.1153 / 0.1150 Eh. The spin multiplicity is 5. Its charge is -1.

Last column: Mulliken charge in e.
Cartesian coordinates (Å):
C  4.013  0.759  0.128  -0.5470
C  4.023  0.806  1.464  -0.1929
C  2.771  0.734  2.312  -0.1795
N  2.023  -0.522  2.152  -0.4713
H  4.929  0.873  -0.456  0.2793
H  3.084  0.601  -0.424  0.0719
H  4.943  0.911  2.050  0.2940
H  3.069  0.901  3.361  0.3611
H  2.080  1.524  1.997  0.0350
H  2.648  -1.313  2.293  0.2377
H  1.277  -0.599  2.841  0.2032
C  0.345  -2.113  -3.240  -0.9227
C  0.531  -0.725  -2.846  -0.3298
C  -0.739  -0.039  -3.011  -0.7043
C  -1.709  -1.000  -3.507  -0.6237
C  -1.039  -2.283  -3.650  -0.5782
Fe  -0.912  -1.607  -1.804  -0.1946
C  -2.359  -2.487  -0.779  -0.7386
C  -1.097  -3.200  -0.631  -0.6626
C  -0.111  -2.276  -0.141  -0.4786
C  -0.754  -0.970  0.090  0.8326
C  -0.095  0.185  0.593  -0.5194
C  -0.796  1.317  1.092  0.9208
C  -0.222  2.622  1.033  -0.6223
C  -0.851  3.705  1.632  -0.5484
C  -2.062  3.536  2.317  -0.4525
C  -2.663  2.270  2.370  -0.6507
C  -2.059  1.182  1.755  -0.3758
C  -2.154  -1.123  -0.366  -0.8738
H  1.127  -2.865  -3.303  0.4288
H  1.475  -0.258  -2.579  0.4918
H  -0.905  1.029  -2.885  0.4595
H  -2.728  -0.774  -3.810  0.4430
H  -1.474  -3.184  -4.075  0.4481
H  -3.309  -2.926  -1.078  0.4353
H  -0.948  -4.265  -0.796  0.4252
H  0.912  -2.469  0.173  0.5173
H  0.985  0.227  0.438  0.2128
H  0.715  2.745  0.485  0.3705
H  -0.394  4.694  1.569  0.3398
H  -2.538  4.383  2.808  0.3389
H  -3.609  2.130  2.896  0.3576
H  -2.524  0.196  1.807  0.5051
H  -2.896  -0.335  -0.275  0.6577


DFT (ωB97M-V/def2-TZVPD) results for the molecule C24H24N2O3.

The HOMO energy comes out at -8.4 eV. As for the SMILES: CCN(Cc1ccccc1)C(=O)c1ccc(NC(=O)c2ccc(OC)cc2)cc1. The largest force on an atom is 0.44 eV Å⁻¹. The value obtained for the LUMO energy is 0.0220 Eh. As for the relative energy (zero: lowest compared OMol25 entry of this formula, charge and spin): 33.7 kcal per mole.

Last column: Mulliken charge in e.
Cartesian coordinates (Å):
C  5.273  -3.030  3.000  -1.1959
C  3.805  -3.442  3.053  -0.7726
N  2.949  -2.492  2.362  0.3987
C  2.498  -1.359  3.129  -1.7105
C  1.354  -1.674  4.069  1.0662
C  0.981  -0.730  5.018  -0.6419
C  -0.069  -0.978  5.882  -0.5742
C  -0.759  -2.176  5.811  -0.4312
C  -0.393  -3.122  4.870  -0.8421
C  0.657  -2.873  4.003  -0.0711
C  2.713  -2.684  1.041  0.2954
O  3.201  -3.620  0.430  -0.6621
C  1.836  -1.694  0.342  -0.0944
C  2.325  -1.097  -0.816  -0.9765
C  1.541  -0.222  -1.538  -0.7628
C  0.237  0.061  -1.129  1.0295
N  -0.512  0.944  -1.907  -0.1758
C  -1.753  1.468  -1.662  0.6857
O  -2.395  1.259  -0.653  -0.6490
C  -2.252  2.359  -2.746  0.1746
C  -3.119  3.392  -2.390  -0.5552
C  -3.627  4.245  -3.341  -0.5673
C  -3.298  4.076  -4.690  0.8829
O  -3.850  4.967  -5.550  -0.4473
C  -3.572  4.848  -6.925  -0.8321
C  -2.456  3.029  -5.055  -0.4656
C  -1.939  2.184  -4.089  -0.8246
C  -0.266  -0.558  0.012  -0.6605
C  0.529  -1.425  0.736  -0.0119
H  5.425  -2.059  3.466  0.2826
H  5.881  -3.763  3.522  0.4167
H  5.601  -2.978  1.965  0.2925
H  3.686  -4.409  2.557  0.4567
H  3.463  -3.523  4.088  0.3792
H  2.191  -0.561  2.447  0.5573
H  3.342  -0.979  3.719  0.4441
H  1.518  0.206  5.074  0.4093
H  -0.350  -0.234  6.613  0.3876
H  -1.579  -2.371  6.486  0.3904
H  -0.926  -4.059  4.808  0.3898
H  0.935  -3.618  3.270  0.3865
H  3.328  -1.326  -1.143  0.4637
H  1.935  0.243  -2.431  0.3412
H  -0.039  1.272  -2.738  0.1547
H  -3.380  3.508  -1.349  0.4122
H  -4.290  5.052  -3.074  0.4207
H  -2.502  4.960  -7.130  0.3367
H  -3.922  3.890  -7.324  0.3397
H  -4.117  5.658  -7.406  0.2387
H  -2.201  2.857  -6.089  0.4002
H  -1.315  1.361  -4.410  0.3973
H  -1.276  -0.355  0.326  0.5437
H  0.116  -1.905  1.611  0.5500